173
Properties=species:S:1:pos:R:3:forces:R:3 method="wB97M-V/def2-TZVPD" total_charge=+2 multiplicity=2 mol_weight_g_mol=1107.48 max_force_ev_per_a=6.234 homo_ha="-0.424 / -0.424" homo_lumo_gap_ev="3.0046 / 3.0276" energy_ha=-3689.608515
Zr -3.732369 4.121215 -0.087138 5.6 -2.4 -1.2
C -0.266537 3.350707 -0.039132 -2.7 -1.9 1.4
O -0.815939 2.017891 0.091819 1.3 1.0 0.0
O -1.447707 4.159049 -0.185422 -1.9 0.6 0.4
C 0.648446 3.722456 1.230776 0.5 -0.5 0.5
F 1.439649 2.657683 1.466884 -0.1 0.4 -0.8
F 1.428535 4.786152 0.950774 -0.4 -0.4 -0.4
F 0.112994 3.981429 2.445799 -1.1 -0.1 -1.3
C -0.111104 0.967541 -0.636481 0.3 0.9 0.9
C -0.974533 -0.212979 -0.495579 -0.5 -1.8 0.3
H -0.650176 -0.991342 -1.186272 -0.4 0.0 -0.3
H -0.981985 -0.740608 0.458183 0.5 0.5 0.4
H -2.023476 0.057271 -0.617177 0.0 -0.1 -0.6
H 0.893245 0.838430 -0.233102 0.1 -0.1 0.3
H 0.040049 1.215760 -1.687029 -0.3 0.5 -0.2
H 0.405715 3.227959 -0.888314 0.0 1.2 -0.3
C -0.801719 7.359797 8.012908 -1.6 -0.2 0.8
C 0.107327 6.283488 7.476604 0.0 0.6 1.5
C -0.725447 5.229203 6.710734 1.6 0.5 -0.5
O 0.188296 4.387630 5.975836 -0.3 -0.1 0.1
C -0.325548 3.150292 5.539667 0.0 -0.3 -0.3
N 1.179895 6.947755 6.753581 -0.4 -0.7 -1.1
H -0.438503 7.976354 8.835115 0.8 0.2 -0.5
H -1.630488 6.899876 8.551161 -0.5 -0.4 -0.2
H -1.245362 7.975038 7.230109 0.3 0.1 -0.1
H 0.577657 5.852893 8.360621 -0.3 -0.9 0.1
H -1.337979 5.776709 5.994403 -0.4 -0.1 -0.1
H -1.326604 4.619095 7.384892 -0.1 0.1 0.1
H -1.205281 3.219025 4.899783 -0.4 0.5 -0.1
H -0.607657 2.471492 6.344499 0.2 0.1 0.4
H 0.414942 2.648720 4.916602 0.3 0.1 0.3
H 1.561154 6.232074 6.151458 0.7 0.3 -0.3
H 1.887515 7.199230 7.428952 0.2 0.1 -0.1
C 1.671432 -4.598015 -3.039241 0.6 -0.2 -0.2
C 2.028210 -4.845142 -1.598095 -0.3 0.1 1.3
C 1.455106 -3.702724 -0.743662 0.2 -0.1 1.5
O 1.458757 -3.948020 0.709839 -0.6 0.5 -1.0
C 2.684741 -4.240518 1.300592 1.6 -1.3 -0.3
N 1.439717 -6.153305 -1.241619 -0.4 0.9 -0.3
H 0.586484 -4.622117 -3.141248 -0.1 -0.1 -0.1
H 2.104189 -5.459333 -3.548123 -0.2 0.2 -0.6
H 2.025211 -3.655674 -3.457504 0.2 -0.1 0.0
H 3.084256 -4.997384 -1.375222 0.3 0.6 -0.5
H 0.397682 -3.552527 -0.961397 -0.2 -0.2 -0.1
H 1.915944 -2.727390 -0.900053 0.5 0.0 -0.3
H 3.445627 -3.460295 1.320612 -0.3 0.5 -0.3
H 3.127912 -5.086149 0.774662 0.3 -0.1 -0.2
H 2.655161 -4.624131 2.320427 -1.0 0.3 0.2
H 1.160116 -6.090395 -0.273133 0.0 -0.3 0.4
H 0.570750 -6.103774 -1.754009 -0.5 -0.8 0.0
C 2.343465 0.325932 -3.834413 -0.4 -0.7 -0.9
C 3.824723 0.230626 -4.134424 2.4 1.0 0.5
C 4.615137 -0.967533 -3.550015 -1.3 -0.3 -0.2
O 4.356494 -2.151060 -4.314828 -1.4 1.1 -0.3
C 4.668614 -3.300278 -3.591257 1.3 0.4 0.7
N 4.177810 0.414309 -5.539833 -1.1 -1.0 -0.6
H 1.837104 -0.546139 -4.248175 -0.1 -0.3 0.1
H 1.888863 1.147660 -4.387762 0.2 0.3 0.1
H 2.077856 0.415655 -2.781088 0.4 -0.1 0.1
H 4.298374 1.112571 -3.703222 0.0 0.1 0.7
H 4.271679 -1.075181 -2.521155 0.0 -0.4 0.3
H 5.694441 -0.815447 -3.541821 0.1 0.4 0.0
H 4.207958 -3.277309 -2.603645 -0.3 -0.2 0.1
H 5.737594 -3.180376 -3.415170 0.4 -0.9 0.2
H 4.438240 -4.229837 -4.111773 0.0 0.3 -0.2
H 5.180732 0.430649 -5.658008 0.4 0.5 0.4
H 4.011949 -0.516709 -5.894527 -0.5 -0.2 -1.0
C -2.684615 -3.326314 1.460373 -0.9 -0.1 0.4
C -2.072924 -4.527249 2.096539 0.7 -1.5 -0.4
C -2.126653 -5.788435 1.185014 -0.9 0.5 0.3
O -3.442456 -6.272366 1.251985 0.2 0.1 0.4
C -3.713275 -7.404354 0.477339 -1.1 0.2 -0.6
N -0.694146 -4.238114 2.430141 0.5 -0.5 0.1
H -3.738249 -3.507822 1.248216 -0.1 0.0 0.0
H -2.188779 -3.126348 0.510498 0.2 0.4 0.1
H -2.622585 -2.551177 2.224193 0.1 0.5 -0.5
H -2.503465 -4.764404 3.069414 -0.7 -0.1 -0.2
H -1.421716 -6.583522 1.427888 0.3 0.0 0.6
H -1.887265 -5.524742 0.154837 0.1 0.4 -0.4
H -4.782934 -7.559821 0.617855 0.1 -0.4 0.1
H -3.160380 -8.316356 0.702400 0.2 0.1 0.4
H -3.611932 -7.178953 -0.584276 0.3 0.0 -0.3
H -0.127251 -4.074923 1.610324 0.0 0.5 -0.5
H -0.339765 -5.154223 2.665200 0.5 -0.1 0.9
C 4.906490 2.812382 1.040748 0.0 -1.1 0.8
C 5.752598 1.795309 0.229086 -1.0 1.6 0.5
C 4.894150 0.878955 -0.639699 0.0 -0.2 0.7
O 3.820160 0.253363 0.077524 -0.2 0.1 0.2
C 4.142132 -0.689697 1.126090 0.1 0.5 -1.0
N 6.784570 2.567071 -0.484925 -0.1 -1.3 -0.6
H 5.585452 3.265401 1.763162 -0.1 0.5 -0.3
H 4.172874 2.294321 1.658427 0.0 -0.3 0.0
H 4.296091 3.543624 0.510837 0.5 0.1 -0.5
H 6.252154 1.172195 0.970885 0.2 0.0 0.0
H 5.514883 0.116130 -1.109705 0.3 -0.3 0.0
H 4.458637 1.440814 -1.465977 -0.4 0.1 0.1
H 4.887067 -1.384660 0.738541 0.1 -0.3 0.1
H 3.209864 -1.203661 1.360217 0.1 0.0 -0.1
H 4.517414 -0.256909 2.053431 0.1 0.4 -0.1
H 7.210850 1.886451 -1.097410 1.0 -0.4 0.1
H 6.389358 3.143829 -1.213792 -0.7 0.8 0.2
C -3.871568 -4.064420 -1.922708 1.3 0.3 0.7
C -4.027733 -3.470212 -3.296980 -0.2 0.4 -0.7
C -2.724087 -2.982671 -4.048384 -1.0 0.0 0.6
O -2.131916 -1.904657 -3.314585 1.1 0.8 0.2
C -0.922134 -1.300901 -3.900265 -1.1 -0.8 -0.6
N -4.742301 -4.456658 -4.114676 0.5 0.2 -0.4
H -3.709145 -3.313888 -1.149140 -0.2 0.3 -0.1
H -2.948299 -4.642654 -1.886294 -0.1 -0.5 0.0
H -4.717041 -4.674379 -1.604555 0.0 0.0 -0.3
H -4.681052 -2.605954 -3.177241 0.1 0.7 -0.1
H -2.974319 -2.598959 -5.037449 -0.4 0.0 -0.2
H -2.075164 -3.837823 -4.237337 0.5 0.0 0.4
H -1.122344 -0.904176 -4.895570 -0.3 -0.3 -0.4
H -0.147001 -2.060211 -4.003717 0.1 0.1 0.2
H -0.575506 -0.408114 -3.379808 -0.2 -0.5 0.8
H -4.618919 -4.240558 -5.093541 -0.1 -0.1 -0.3
H -5.731331 -4.357157 -3.935715 -0.1 -0.2 0.1
C -4.044432 -0.509103 3.947603 1.2 0.0 0.3
C -3.109780 0.698599 3.580561 0.3 -0.7 0.9
O -2.090858 0.471202 2.622721 -1.3 0.3 -1.2
O -3.283329 -1.642621 4.391808 0.5 0.8 -0.3
H -4.642862 -0.825405 3.093236 -0.2 0.3 -0.2
H -4.656900 -0.176001 4.785468 -0.4 0.2 -0.2
H -2.513372 1.072315 4.412865 -0.8 -0.2 0.9
H -3.747975 1.527689 3.274911 -0.1 0.0 -0.3
H -1.595713 -0.278798 2.960245 0.8 -0.9 0.0
H -3.856002 -2.389413 4.581384 -0.2 0.1 0.0
C 0.979284 -1.267456 2.947886 0.5 0.2 0.6
C 1.291607 0.122834 3.510011 1.8 -0.6 0.4
O 1.422360 0.251627 4.949694 -0.9 -0.1 -1.3
O -0.259937 -1.703577 3.369276 -1.5 1.9 0.8
H 1.745203 -1.969446 3.277541 0.3 -0.1 0.0
H 1.036371 -1.180434 1.862870 0.1 0.0 -0.4
H 0.737511 0.893592 2.974291 -0.6 0.2 0.6
H 2.332866 0.285639 3.231835 0.1 0.2 -0.4
H 0.566654 0.062980 5.341848 -0.2 -0.2 0.2
H -0.497166 -2.608124 3.152203 0.3 -1.2 -0.3
C -5.524017 1.222167 -4.186064 -0.8 -0.6 -0.7
C -4.156966 0.513368 -3.941947 -1.2 0.2 0.4
O -3.859589 0.321597 -2.563269 -0.6 1.0 0.3
O -5.586190 2.632196 -4.037853 1.2 0.7 0.7
H -6.411665 0.863533 -3.664957 0.6 -0.8 1.0
H -5.904780 1.040114 -5.191036 0.9 -0.5 -0.5
H -3.318274 1.086265 -4.337524 -0.2 0.0 -0.7
H -4.250375 -0.487656 -4.363054 0.2 0.2 -0.5
H -3.185512 -0.357444 -2.485000 0.5 -0.7 -0.2
H -6.118428 2.957416 -4.767617 0.1 0.4 0.1
C 1.662422 4.952734 -2.812506 -0.3 0.4 1.7
C 2.875388 4.558229 -1.958647 -1.0 1.2 0.6
O 4.048373 4.733727 -2.688585 0.3 -0.2 -0.6
O 1.308329 3.888949 -3.630707 0.2 -0.9 -1.8
H 1.853485 5.911318 -3.294915 0.2 -0.2 -0.5
H 0.701611 5.087083 -2.315609 0.4 0.5 1.1
H 2.821062 3.517390 -1.639581 -0.4 -0.1 0.3
H 2.907909 5.237974 -1.107184 0.2 -0.2 0.2
H 3.935775 4.090620 -3.392386 0.8 -0.1 -0.4
H 1.919874 3.859487 -4.370131 -0.1 -0.3 -0.4
O -1.310531 3.151265 -3.514760 -1.0 -0.2 0.3
H -1.299026 2.583651 -4.285416 -0.1 -0.1 -0.3
H -0.387146 3.318617 -3.326151 1.0 0.4 -0.1
O -3.560796 2.002024 0.332268 -0.5 2.4 0.3
H -4.116311 1.251661 0.121082 -1.6 -1.4 -0.5
H -2.864035 1.638547 0.878739 1.6 -0.3 0.8
O -5.337153 0.113478 -0.438926 -0.2 0.7 1.1
H -4.935014 0.274188 -1.292556 0.3 -0.2 -1.2
H -5.496291 -0.830261 -0.422455 -0.1 -0.3 0.3
O 1.708873 5.736760 3.840290 0.3 0.3 -0.3
H 1.390155 5.587326 2.950168 0.1 0.2 0.0
H 1.204928 5.128483 4.380927 -0.3 -0.2 0.5
O -3.473117 3.462117 -2.137662 -1.6 1.0 2.0
H -2.619676 3.504599 -2.569016 2.3 -0.2 -0.9
H -4.072646 3.162052 -2.820857 -1.4 -0.3 -0.8